DFT (ωB97M-V/def2-TZVPD) results for a molecular structure, C30H25FN2O4Ti in a non-equilibrium geometry.

## Properties
2S+1	3
energy relative to the best compared isomer or geometry (same formula, charge and spin)	152.4	kJ/mol
strongest force on any atom	6.39	eV/A
total charge	-2
orbital gap (spin up / spin down)	3.6 / 6.2	eV

```
63
Properties=species:S:1:pos:R:3:forces:R:3:lowdin_charge:R:1
Ti 0.352 0.274 -0.091 2.4 -0.3 2.4 0.909
F 0.213 -5.619 -2.128 0.1 -1.0 -0.3 0.023
O 0.418 2.485 0.496 0.0 2.0 -1.1 -0.202
O -0.275 0.109 1.949 0.1 -0.8 -0.2 -0.143
O 2.582 -1.615 4.427 0.0 -0.3 -0.8 -0.054
O 1.796 0.895 -1.145 1.2 0.4 -1.2 -0.246
N 1.800 -0.810 2.228 -0.8 -0.8 2.5 0.025
N 2.020 -0.525 0.948 0.1 0.1 0.1 -0.126
C 2.993 0.439 -1.587 -0.7 0.9 0.0 -0.304
C -1.090 4.325 -0.174 -0.1 1.3 0.3 -0.093
C 3.137 -1.020 0.421 1.8 -0.3 0.2 -0.098
C -2.264 1.244 -1.673 2.1 -0.6 2.0 -0.100
C -3.474 1.666 -2.266 0.5 0.2 -0.1 -0.264
C 0.776 -3.304 -2.427 -0.3 0.8 -0.1 -0.026
C 3.665 -0.590 -0.847 -1.3 -0.9 0.6 -0.183
C -4.668 0.895 -2.163 1.1 2.1 -1.9 -0.050
C 1.358 -1.586 4.873 -1.5 0.9 0.5 -0.338
C -0.262 -2.007 6.647 -0.1 -0.5 0.4 -0.166
C -5.706 1.209 -3.004 -1.7 -0.4 0.4 -0.137
C 0.225 -4.362 -1.678 -0.4 3.2 1.1 -0.300
C -0.390 -2.686 0.004 -0.2 -3.2 0.0 -0.133
C -0.418 -3.993 -0.465 1.0 -0.8 -1.5 -0.032
C 0.221 -1.720 -0.684 -0.3 3.4 -0.6 -0.274
C 1.020 -2.126 6.147 1.3 -0.3 -1.4 -0.060
C -1.293 -1.374 5.972 1.1 1.1 -1.1 -0.140
C -4.566 3.064 -3.912 0.3 2.2 -0.9 -0.156
C 0.575 -0.543 2.696 0.2 1.0 0.0 -0.388
C -5.724 2.320 -3.865 -1.1 -0.9 0.0 -0.153
C -3.478 2.839 -3.079 0.1 -0.4 0.3 -0.063
C -0.976 -0.769 4.730 -0.5 -0.6 -0.2 -0.056
C 4.794 -1.225 -1.425 0.4 2.8 -0.7 -0.074
C -1.214 0.891 -1.039 -5.3 1.4 -3.2 -0.092
C 0.276 -0.919 4.124 1.2 -0.6 -0.2 -0.061
C -0.779 3.274 0.879 0.4 -1.4 -0.6 -0.254
C 0.690 -1.966 -1.940 0.8 -1.5 -2.4 -0.117
C 4.741 0.508 -3.220 1.9 -1.8 -0.2 -0.158
C 5.384 -0.580 -2.523 -0.9 0.3 -0.1 -0.141
C 3.567 1.027 -2.737 -0.5 -1.3 1.6 -0.065
H -0.905 -4.708 0.147 -0.4 -1.0 0.3 0.082
H 1.848 -2.748 6.575 -1.0 0.7 0.1 0.109
H 6.384 -0.854 -2.819 0.1 -0.4 -0.4 0.061
H 2.459 -1.275 3.262 0.0 0.0 0.0 0.101
H -4.676 0.064 -1.551 -0.1 -1.6 1.1 0.084
H -1.791 -0.266 4.185 0.6 -0.2 0.1 0.106
H -2.611 3.540 -2.997 -0.8 -0.9 -0.5 0.107
H -0.513 3.643 1.867 -0.4 0.3 0.1 0.107
H 5.333 -1.929 -0.830 0.3 -0.6 0.1 0.080
H 3.789 -1.685 1.090 -1.0 0.8 -1.1 0.130
H -1.451 3.838 -1.076 0.6 -0.2 -0.3 0.034
H -6.594 0.548 -2.934 0.4 0.6 -0.2 0.096
H -4.526 3.912 -4.648 0.0 -0.6 0.9 0.100
H 0.989 -1.166 -2.710 -0.2 -1.1 1.6 0.126
H -1.608 2.536 0.914 0.5 0.5 0.3 0.107
H -1.965 4.999 0.053 0.9 -0.6 0.4 0.084
H 1.207 -3.329 -3.433 -0.2 -0.9 0.3 0.094
H -0.435 -2.485 7.593 -0.3 -0.1 0.4 0.073
H -2.278 -1.212 6.372 -0.1 -0.2 0.3 0.070
H 0.807 2.893 -0.334 -0.5 -0.9 1.3 0.107
H 5.135 0.741 -4.226 -0.1 0.4 0.8 0.075
H -6.682 2.585 -4.404 1.5 -0.4 0.4 0.098
H -0.188 4.986 -0.338 -0.9 -0.7 -0.1 0.088
H 3.090 1.859 -3.183 -0.6 0.6 -0.5 0.085
H -0.842 -2.614 0.955 -0.4 0.8 1.1 0.084
```
Forces are in eV/Å.

---

DFT (ωB97M-V/def2-TZVPD) results for C4H7NO in the gas phase in a non-equilibrium geometry.

## Properties
energy relative to the best compared isomer or geometry (same formula, charge and spin)	432.3	kJ/mol
strongest force on any atom	3.11	eV/A
total charge	0
orbital gap	9.9	eV

```
13
Properties=species:S:1:pos:R:3:forces:R:3:lowdin_charge:R:1
O 2.544 -0.533 -0.470 0.5 -0.7 0.2 -0.078
N 1.822 0.306 0.390 -0.7 0.1 -0.3 0.005
C -1.592 0.067 0.100 0.0 -0.1 0.0 -0.165
C 0.579 0.090 0.269 0.5 -0.7 0.8 -0.372
C -0.447 -0.928 -0.264 0.2 -0.4 0.0 -0.091
C -0.498 1.098 0.370 0.5 0.3 -0.7 -0.106
H 0.005 1.232 -0.678 -2.1 2.1 0.9 0.174
H -2.160 -0.274 0.973 0.3 0.2 -0.1 0.104
H -0.584 1.916 1.101 0.3 -0.1 -0.7 0.122
H -2.312 0.371 -0.668 0.3 -0.3 0.0 0.101
H -0.428 -1.284 -1.297 0.3 0.1 0.2 0.112
H 3.452 -0.298 -0.257 0.0 -0.1 -0.1 0.080
H -0.382 -1.762 0.431 -0.2 -0.3 -0.2 0.114
```
Forces are in eV/Å.

---

DFT (ωB97M-V/def2-TZVPD) results for 8 unconnected molecules or ions with the total composition C2H20O7S in a non-equilibrium geometry.

## Properties
energy relative to the best compared isomer or geometry (same formula, charge and spin)	0.0	kJ/mol
strongest force on any atom	2.74	eV/A
total charge	0
orbital gap	9.1	eV

```
30
Properties=species:S:1:pos:R:3:forces:R:3:lowdin_charge:R:1
S 0.891 -2.795 -2.343 -0.3 -0.1 0.2 0.672
O -2.376 -0.998 0.565 0.2 0.1 -0.6 -0.046
O -1.073 2.430 -1.800 0.1 1.2 -0.1 -0.065
O 0.951 0.617 2.200 -0.7 -1.0 -0.5 -0.041
O -1.457 2.053 0.792 0.3 0.4 -0.7 -0.092
O -2.239 -0.027 -1.948 -1.3 1.5 -0.3 -0.061
O -0.637 -1.873 2.460 0.4 0.1 0.5 -0.047
O 2.324 3.385 -0.074 -1.2 -1.1 -0.6 -0.062
C 1.336 -2.396 -0.606 1.2 -1.1 -0.1 -0.602
C 1.861 -0.995 -0.539 -0.3 1.6 2.2 -0.216
H -1.643 -1.408 1.049 -0.2 0.0 0.4 0.008
H 2.704 -0.651 -1.113 0.5 -0.8 -0.7 0.066
H -2.173 -0.354 -1.031 0.6 -0.7 -0.4 0.003
H 1.598 2.873 0.313 0.1 0.4 1.5 0.011
H -1.251 1.123 0.670 -0.2 -0.4 0.3 -0.013
H -1.054 -2.293 3.216 -0.2 -0.3 0.0 0.062
H 0.634 1.513 2.295 0.2 0.4 0.4 0.040
H 1.091 -0.252 -0.726 -0.4 -0.1 -0.3 0.060
H -1.709 3.164 -1.815 0.3 -0.3 -0.4 0.074
H -3.133 -0.955 1.147 -0.1 0.0 0.2 0.068
H -1.627 -0.240 -2.644 0.7 -1.0 0.5 0.041
H 2.023 3.041 -0.929 1.0 0.7 -1.0 0.034
H 1.629 -1.827 -2.899 0.0 0.0 0.0 -0.156
H -0.175 -1.114 2.856 0.0 0.1 -0.5 0.037
H -1.586 1.625 -1.958 -0.5 -0.6 -0.1 -0.005
H 2.108 -3.137 -0.269 -0.5 0.7 -0.4 0.074
H -1.383 2.363 -0.156 0.2 -0.3 1.2 -0.007
H 1.730 0.413 2.709 0.4 0.7 0.3 0.050
H 2.140 -0.707 0.499 -0.1 -0.5 -0.4 0.061
H 0.495 -2.580 0.080 0.0 0.4 -0.5 0.052
```
Forces are in eV/Å.

---

DFT (ωB97M-V/def2-TZVPD) results for C2H3N3O2 in the gas phase in a non-equilibrium geometry.

## Properties
energy relative to the best compared isomer or geometry (same formula, charge and spin)	428.5	kJ/mol
strongest force on any atom	2.65	eV/A
total charge	0
orbital gap	10.3	eV

```
10
Properties=species:S:1:pos:R:3:forces:R:3:lowdin_charge:R:1
O -1.177 2.050 -1.289 -0.4 0.5 -0.4 -0.021
O -0.108 -2.660 -0.165 -0.1 -0.2 -0.4 0.126
N 1.375 -0.802 0.187 0.3 0.0 0.2 0.186
N -0.641 0.685 0.294 -1.2 1.7 -1.6 0.037
N -0.299 1.167 -0.798 0.2 -1.0 1.5 -0.043
C 0.343 -1.609 0.149 -0.4 -0.3 0.6 -0.449
C 0.163 -0.285 0.858 1.1 -0.7 0.3 -0.213
H 2.085 -0.462 -0.427 0.2 0.3 -0.4 0.135
H 0.249 -0.177 1.933 -0.1 -0.1 0.0 0.134
H -1.992 2.092 -0.743 0.5 -0.3 0.2 0.108
```
Forces are in eV/Å.

---

| no. | DFT total energy (eV) |
| --- | --- |
| 1 | -68516.3512 |
| 2 | -7795.1639 |
| 3 | -27566.1965 |
| 4 | -10684.0159 |